Density functional theory data (the ωB97M-V functional and the def2-TZVPD basis) for 10 unconnected molecules or ions with the total composition C57H143N9O19.

## Properties
* frontier orbital gap: 8.946 eV
* energy relative to the best compared isomer or geometry (same formula, charge and spin): 3.271 eV
* charge: 0

Each atom is followed by the atoms it is bonded to, with distances in Å.
Positions of all 228 atoms, in Å:
1 O -0.2696 1.1062 7.2690  C41 1.413, C78 1.420
2 O 8.9189 0.4813 2.9160  C61 1.415, C64 1.419
3 O -2.2311 -0.5828 -3.0047  C71 1.429, C76 1.399
4 O 4.9480 -1.2079 2.6913  C42 1.405, C68 1.415
5 O -4.3571 2.4319 -7.6090  C29 1.408, C82 1.412
6 O 5.7941 -0.7825 -4.6789  C40 1.413, C60 1.403
7 O -10.3067 -3.9663 0.7306  C30 1.414, C35 1.411
8 O 2.6435 -3.6055 -4.5119  C43 1.405, C55 1.418
9 O -3.1111 0.0624 6.0811  C69 1.437, H110 0.960
10 O -0.8543 2.9395 11.1194  C39 1.403, C49 1.426
11 O 5.0326 -8.4833 2.4169  C33 1.413, C58 1.399
12 O 0.5681 2.0385 -5.6548  C47 1.413, C50 1.409
13 O -5.2724 6.5944 -9.4829  C38 1.405, C74 1.424
14 O 0.7656 7.1355 1.6678  C66 1.410, C70 1.429
15 O 3.2496 -3.8277 -0.7910  C45 1.409, C63 1.399
16 O 5.0874 2.6313 -1.6581  C51 1.406, C84 1.417
17 O -1.3420 2.2450 1.6806  C80 1.437, C83 1.399
18 O -0.3198 -2.3481 2.7213  C46 1.422, C72 1.426
19 O -6.7851 -2.7367 -1.0830  C44 1.401, C52 1.416
20 N 4.0407 -2.1466 -6.6370  C34 1.438, C75 1.437, H158 1.011
21 N 0.5100 -1.4579 -0.7628  C79 1.455, C81 1.457, H189 1.013
22 N 0.2681 4.6979 0.6415  C36 1.455, C56 1.453, H132 1.009
23 N -6.3746 4.4812 -8.0313  C48 1.452, C62 1.448, H113 1.009
24 N 6.3978 0.2183 4.6945  C67 1.447, C77 1.450, H144 1.017
25 N 2.4457 2.7956 -2.5681  C59 1.456, C85 1.451, H224 1.013
26 N 3.2773 -7.4811 -0.6979  C54 1.447, C57 1.459, H193 1.011
27 N -8.3053 -5.0497 -1.2793  C53 1.450, C65 1.473, H192 1.017
28 N 1.0665 0.6950 9.8277  C31 1.477, C73 1.471, H183 1.019
29 C -5.7216 2.2622 -7.3070  O5 1.408, C62 1.532, H171 1.104, H205 1.097
30 C -10.4081 -5.1425 -0.0484  O7 1.414, C53 1.512, H98 1.097, H162 1.097
31 C 0.5651 0.9567 11.1921  N28 1.477, C39 1.549, H184 1.092, H188 1.090
32 C -4.1675 -1.3960 7.6924  C69 1.511, H91 1.099, H214 1.086, H222 1.095
33 C 6.4348 -8.4676 2.2456  O11 1.413, H89 1.094, H95 1.090, H114 1.095
34 C 4.5881 -0.8192 -6.7074  N20 1.438, C60 1.530, H121 1.095, H135 1.093
35 C -10.9464 -4.0536 1.9847  O7 1.411, H118 1.093, H127 1.094, H218 1.092
36 C -0.4750 3.6974 -0.1102  N22 1.455, C80 1.490, H156 1.106, H173 1.094
37 C -3.7684 1.0947 8.1333  C69 1.521, H172 1.089, H174 1.091, H190 1.094
38 C -4.3424 7.4695 -8.8979  O13 1.405, H87 1.097, H90 1.096, H191 1.089
39 C -0.8569 1.5532 11.3376  O10 1.403, C31 1.549, H120 1.095, H194 1.103
40 C 6.0269 -0.2782 -3.3797  O6 1.413, H112 1.089, H225 1.100, H226 1.091
41 C 0.7063 0.9189 6.2651  O1 1.413, H96 1.092, H165 1.101, H185 1.088
42 C 4.2561 -0.4999 3.6883  O4 1.405, C77 1.529, H111 1.094, H151 1.100
43 C 2.6059 -4.8501 -5.1633  O8 1.405, H97 1.097, H198 1.099, H199 1.087
44 C -6.3286 -1.4202 -0.9409  O19 1.401, H94 1.087, H131 1.095, H181 1.102
45 C 3.7396 -5.0783 -1.2158  O15 1.409, C57 1.528, H101 1.095, H167 1.096
46 C 0.4848 -1.8819 1.6457  O18 1.422, C81 1.513, H107 1.094, H166 1.097
47 C 0.2933 2.6509 -6.8979  O12 1.413, H147 1.093, H153 1.089, H155 1.098
48 C -7.2014 5.3352 -8.8653  N23 1.452, C74 1.513, H163 1.094, H209 1.102
49 C -2.1707 3.4881 11.1278  O10 1.426, H106 1.085, H109 1.096, H150 1.094
50 C 1.4576 2.8035 -4.8749  O12 1.409, C59 1.514, H157 1.095, H160 1.100
51 C 6.2781 3.0459 -1.0364  O16 1.406, H126 1.094, H133 1.089, H207 1.099
52 C -7.3764 -3.0076 -2.3409  O19 1.416, C65 1.529, H125 1.099, H204 1.099
53 C -9.7434 -4.8927 -1.3833  N27 1.450, C30 1.512, H128 1.095, H186 1.099
54 C 4.4387 -7.7284 0.1296  N26 1.447, C58 1.532, H100 1.102, H141 1.094
55 C 2.0350 -2.5464 -5.2314  O8 1.418, C75 1.531, H119 1.087, H122 1.104
56 C -0.2833 4.9885 1.9537  N22 1.453, C70 1.526, H105 1.109, H221 1.085
57 C 2.8038 -6.1057 -0.5813  N26 1.459, C45 1.528, H129 1.091, H138 1.098
58 C 4.2790 -7.5909 1.6473  O11 1.399, C54 1.532, H168 1.095, H179 1.108
59 C 1.4700 2.2164 -3.4799  N25 1.456, C50 1.514, H99 1.102, H187 1.101
60 C 4.7756 -0.1058 -5.3674  O6 1.403, C34 1.530, H203 1.101, H211 1.101
61 C 9.4109 0.5647 1.5920  O2 1.415, H145 1.096, H169 1.090, H217 1.093
62 C -6.5606 3.0711 -8.3016  N23 1.448, C29 1.532, H86 1.095, H200 1.096
63 C 3.8786 -2.7490 -1.4214  O15 1.399, H124 1.099, H220 1.092, H228 1.098
64 C 7.9999 1.5127 3.2388  O2 1.419, C67 1.521, H142 1.103, H210 1.097
65 C -7.6065 -4.5146 -2.4608  N27 1.473, C52 1.529, H159 1.090, H180 1.092
66 C 2.0230 7.7504 1.8395  O14 1.410, H116 1.095, H154 1.091, H178 1.097
67 C 7.4826 1.1731 4.6278  N24 1.447, C64 1.521, H134 1.093, H227 1.096
68 C 4.3391 -2.3949 2.2195  O4 1.415, H117 1.089, H164 1.093, H182 1.096
69 C -3.2782 -0.1916 7.4856  O9 1.437, C32 1.511, C37 1.521, H137 1.092
70 C 0.5486 6.0856 2.6121  O14 1.429, C56 1.526, H161 1.098, H223 1.094
71 C -1.3731 -1.6108 -2.5053  O3 1.429, C79 1.519, H115 1.095, H175 1.097
72 C -1.1253 -1.3127 3.2813  O18 1.426, H88 1.094, H196 1.091, H212 1.092
73 C 1.2106 1.9181 9.0232  N28 1.471, C78 1.519, H103 1.096, H219 1.096
74 C -6.6321 6.7211 -9.0780  O13 1.424, C48 1.513, H152 1.093, H176 1.096
75 C 2.6189 -2.3548 -6.6336  N20 1.437, C55 1.531, H108 1.095, H208 1.099
76 C -3.3100 -1.0292 -3.7755  O3 1.399, H93 1.094, H197 1.095, H215 1.098
77 C 5.1556 0.6671 4.0954  N24 1.450, C42 1.529, H195 1.098, H206 1.099
78 C 0.0380 2.2133 8.1041  O1 1.420, C73 1.519, H102 1.096, H130 1.088
79 C -0.1082 -0.9542 -1.9803  N21 1.455, C71 1.519, H201 1.099, H213 1.092
80 C -0.5543 2.3322 0.4818  O17 1.437, C36 1.490, H140 1.097, H170 1.100
81 C -0.3449 -1.6665 0.3988  N21 1.457, C46 1.513, H104 1.093, H136 1.095
82 C -3.4934 1.7319 -6.7381  O5 1.412, H123 1.097, H143 1.083, H216 1.096
83 C -2.6893 1.9293 1.4756  O17 1.399, H92 1.099, H146 1.096, H148 1.098
84 C 4.0190 2.4137 -0.7529  O16 1.417, C85 1.516, H139 1.096, H177 1.098
85 C 2.8203 1.8764 -1.5100  N25 1.451, C84 1.516, H149 1.095, H202 1.103
86 H -7.5463 2.6728 -8.0410  C62 1.095
87 H -4.3535 8.4361 -9.4167  C38 1.097
88 H -1.5247 -1.8853 4.1241  C72 1.094
89 H 6.8266 -7.4931 1.9395  C33 1.094
90 H -4.5575 7.6554 -7.8393  C38 1.096
91 H -3.9854 -1.7836 8.7043  C32 1.099
92 H -3.3615 2.5908 0.9118  C83 1.099
93 H -3.7402 -1.9880 -3.4708  C76 1.094
94 H -5.7410 -1.3162 -0.0324  C44 1.087
95 H 6.6938 -9.3261 1.6250  C33 1.090
96 H 1.5657 0.3721 6.6580  C41 1.092
97 H 3.1209 -4.8652 -6.1313  C43 1.097
98 H -9.8683 -5.9582 0.4489  C30 1.097
99 H 1.5290 1.1162 -3.5131  C59 1.102
100 H 4.8147 -8.7568 0.0096  C54 1.102
101 H 3.6913 -5.1628 -2.3069  C45 1.095
102 H 0.2597 3.0911 7.4871  C78 1.096
103 H 1.3426 2.7767 9.6919  C73 1.096
104 H -0.9523 -0.7655 0.5126  C81 1.093
105 H -1.3067 5.4040 1.8513  C56 1.109
106 H -2.0301 4.5136 10.8039  C49 1.085
107 H 1.2190 -2.6765 1.4841  C46 1.094
108 H 2.2518 -3.1199 -7.3260  C75 1.095
109 H -2.5934 3.4328 12.1375  C49 1.096
110 H -2.1825 -0.0490 5.8646  O9 0.960
111 H 3.9828 -1.0797 4.5746  C42 1.094
112 H 7.0068 -0.5861 -3.0167  C40 1.089
113 H -5.3950 4.7234 -8.0569  N23 1.009
114 H 6.9124 -8.6160 3.2193  C33 1.095
115 H -1.2378 -2.3027 -3.3436  C71 1.095
116 H 2.3125 7.9231 2.8811  C66 1.095
117 H 3.5742 -2.2224 1.4636  C68 1.089
118 H -10.3878 -4.7187 2.6487  C35 1.093
119 H 2.1028 -1.6625 -4.6016  C55 1.087
120 H -1.1936 1.2145 12.3234  C39 1.095
121 H 5.5967 -0.8466 -7.1323  C34 1.095
122 H 0.9714 -2.7790 -5.4137  C55 1.104
123 H -3.5775 2.1034 -5.7093  C82 1.097
124 H 4.9731 -2.8322 -1.4674  C63 1.099
125 H -8.3237 -2.4535 -2.4018  C52 1.099
126 H 6.6643 2.3564 -0.2795  C51 1.094
127 H -12.0110 -4.2898 1.8926  C35 1.094
128 H -10.1613 -5.6222 -2.0854  C53 1.095
129 H 1.8587 -6.0528 -1.1245  C57 1.091
130 H -0.8251 2.4319 8.7295  C78 1.088
131 H -7.1017 -0.6464 -0.9905  C44 1.095
132 H 0.4257 5.5976 0.2128  N22 1.009
133 H 6.9969 3.1804 -1.8438  C51 1.089
134 H 8.3295 0.7872 5.2012  C67 1.093
135 H 3.9982 -0.1536 -7.3419  C34 1.093
136 H -0.9418 -2.5503 0.1525  C81 1.095
137 H -2.2827 -0.4105 7.8787  C69 1.092
138 H 2.6338 -5.7472 0.4426  C57 1.098
139 H 3.8143 3.3792 -0.2772  C84 1.096
140 H -0.8019 1.5066 -0.1961  C80 1.097
141 H 5.3313 -7.2220 -0.2483  C54 1.094
142 H 8.5500 2.4680 3.2167  C64 1.103
143 H -2.4940 1.8687 -7.1326  C82 1.083
144 H 6.6693 -0.5894 4.1387  N24 1.017
145 H 8.6152 0.5569 0.8378  C61 1.096
146 H -3.1625 1.9885 2.4623  C83 1.096
147 H -0.1822 3.6300 -6.7993  C47 1.093
148 H -2.8193 0.9031 1.1085  C83 1.098
149 H 2.0045 1.7486 -0.7913  C85 1.095
150 H -2.8364 2.8809 10.5065  C49 1.094
151 H 3.3757 0.0215 3.2844  C42 1.100
152 H -6.7890 7.3911 -8.2289  C74 1.093
153 H -0.3170 1.8920 -7.3844  C47 1.089
154 H 1.9558 8.7052 1.3169  C66 1.091
155 H 1.1630 2.8093 -7.5500  C47 1.098
156 H -1.4894 4.1029 -0.2826  C36 1.106
157 H 1.2134 3.8669 -4.7837  C50 1.095
158 H 4.5044 -2.6821 -5.9152  N20 1.011
159 H -8.1816 -4.6796 -3.3724  C65 1.090
160 H 2.4795 2.6649 -5.2592  C50 1.100
161 H 1.4286 5.5529 2.9971  C70 1.098
162 H -11.4609 -5.4196 -0.1794  C30 1.097
163 H -8.2008 5.3805 -8.4234  C48 1.094
164 H 5.1938 -2.9516 1.8278  C68 1.093
165 H 1.0910 1.9023 5.9529  C41 1.101
166 H 1.0623 -0.9843 1.8990  C46 1.097
167 H 4.7781 -5.2207 -0.8968  C45 1.096
168 H 3.2345 -7.6650 1.9659  C58 1.095
169 H 9.9539 -0.3681 1.4374  C61 1.090
170 H 0.3852 1.9239 0.8824  C80 1.100
171 H -6.1237 1.2377 -7.3951  C29 1.104
172 H -4.6440 1.5001 7.6290  C37 1.089
173 H -0.0375 3.6879 -1.1134  C36 1.094
174 H -2.9261 1.7881 8.1145  C37 1.091
175 H -1.8934 -2.1124 -1.6803  C71 1.097
176 H -7.1016 7.1495 -9.9706  C74 1.096
177 H 4.2713 1.6358 -0.0200  C84 1.098
178 H 2.8439 7.1763 1.3925  C66 1.097
179 H 4.4858 -6.5555 1.9818  C58 1.108
180 H -6.6008 -4.9300 -2.5562  C65 1.092
181 H -5.6356 -1.2220 -1.7749  C44 1.102
182 H 3.9728 -3.0498 3.0188  C68 1.096
183 H 0.3096 0.1453 9.4247  N28 1.019
184 H 0.4602 -0.0473 11.6090  C31 1.092
185 H 0.3376 0.5298 5.3187  C41 1.088
186 H -10.0317 -3.9165 -1.7987  C53 1.099
187 H 0.5210 2.3471 -2.9376  C59 1.101
188 H 1.2332 1.6412 11.7157  C31 1.090
189 H 1.1293 -2.2127 -1.0315  N21 1.013
190 H -4.0273 0.9812 9.1905  C37 1.094
191 H -3.3426 7.0439 -8.9634  C38 1.089
192 H -7.8945 -4.4683 -0.5530  N27 1.017
193 H 2.5435 -8.1286 -0.4440  N26 1.011
194 H -1.4310 1.0883 10.5187  C39 1.103
195 H 4.5369 1.2581 4.7840  C77 1.098
196 H -0.6202 -0.4334 3.6848  C72 1.091
197 H -4.0682 -0.2482 -3.6598  C76 1.095
198 H 1.5787 -5.1595 -5.4011  C43 1.099
199 H 3.0877 -5.5758 -4.5126  C43 1.087
200 H -6.2862 2.8472 -9.3385  C62 1.096
201 H -0.3199 0.0921 -1.7210  C79 1.099
202 H 3.0879 0.8631 -1.8533  C85 1.103
203 H 3.8233 -0.0614 -4.8168  C60 1.101
204 H -6.6736 -2.6315 -3.0982  C52 1.099
205 H -5.8567 2.5580 -6.2592  C29 1.097
206 H 5.2860 1.3067 3.2107  C77 1.099
207 H 6.1377 4.0315 -0.5714  C51 1.099
208 H 2.0933 -1.4828 -7.0474  C75 1.099
209 H -7.3136 4.8796 -9.8628  C48 1.102
210 H 7.2366 1.6742 2.4681  C64 1.097
211 H 5.0557 0.9408 -5.5641  C60 1.101
212 H -1.9678 -1.0246 2.6497  C72 1.092
213 H 0.5948 -0.8500 -2.8092  C79 1.092
214 H -5.2402 -1.3124 7.5482  C32 1.086
215 H -3.1170 -1.0436 -4.8565  C76 1.098
216 H -3.7800 0.6745 -6.7003  C82 1.096
217 H 10.0570 1.4430 1.5083  C61 1.093
218 H -10.9021 -3.0440 2.3973  C35 1.092
219 H 2.1975 1.9135 8.5463  C73 1.096
220 H 3.6852 -1.7797 -0.9571  C63 1.092
221 H -0.3698 4.1396 2.6237  C56 1.085
222 H -3.7250 -2.2153 7.1169  C32 1.095
223 H 0.0929 6.6001 3.4630  C70 1.094
224 H 3.3000 3.1330 -2.9963  N25 1.013
225 H 5.3492 -0.7328 -2.6425  C40 1.100
226 H 5.8608 0.8003 -3.3933  C40 1.091
227 H 7.2773 2.0820 5.2054  C67 1.096
228 H 3.5398 -2.6507 -2.4611  C63 1.098